Record 1
C36H54BrCoN3O4SSi | the ωB97M-V functional and the def2-TZVPD basis

Properties
Gap between HOMO and LUMO (spin up / spin down): 6.77 / 6.79 eV
2S+1: 4
DFT total energy: -177258.486 eV
E_HOMO (spin up / spin down): -7.39 / -7.42 eV
Max |F|: 1.579 eV/Å

Geometry (Å):
1 H -2.755 1.311 -2.285
2 C -6.132 -0.999 3.355
3 C 4.582 0.323 2.496
4 C -5.408 0.981 4.686
5 C 5.612 -3.252 0.813
6 N -0.954 -2.113 -1.923
7 C -1.713 -1.062 -2.121
8 N -5.861 3.923 -6.093
9 C -4.736 -1.300 5.409
10 C -3.990 2.150 -3.781
11 C 6.627 -2.293 -1.286
12 C -1.546 -0.307 1.495
13 C 1.509 1.168 -2.278
14 H 0.120 3.283 0.703
15 Si 3.145 -0.936 -0.029
16 H -4.616 1.436 5.278
17 C -0.860 2.768 3.143
18 C -3.231 -1.538 2.807
19 C -3.752 -0.351 3.308
20 H -0.628 -3.855 -3.112
21 H -3.503 1.759 3.326
22 C -3.852 -0.312 -5.052
23 H 0.503 0.914 -1.960
24 H 4.993 -4.448 -1.623
25 H -0.108 2.069 3.504
26 H -4.545 -2.327 5.110
27 H 5.777 1.018 0.120
28 C -3.165 -0.112 -3.854
29 H 3.549 -3.798 -0.825
30 H 3.743 -0.110 3.034
31 C -4.644 1.956 -5.000
32 H -3.278 3.421 2.027
33 H 6.408 -1.803 -2.232
34 H 2.422 1.988 2.599
35 H 0.503 1.596 1.047
36 H 1.468 1.772 -3.182
37 Co 0.256 -1.882 -0.169
38 H -4.051 3.108 -3.289
39 H 3.886 2.975 2.714
40 H 5.216 0.865 3.193
41 H 1.888 -0.406 -4.631
42 C -2.176 -1.495 1.931
43 C 4.068 1.263 1.411
44 H 4.152 -3.046 -2.302
45 O -0.610 -0.330 0.607
46 H -2.339 -2.647 -4.835
47 H 3.802 0.864 -3.680
48 C -4.581 0.709 -5.623
49 H 0.610 -1.002 -3.568
50 H -3.882 -0.941 5.979
51 H 4.864 2.506 -0.166
52 H 5.913 2.377 1.253
53 C -2.497 3.248 1.293
54 H 6.301 -2.636 1.386
55 H -5.874 -1.993 3.001
56 H -0.661 1.995 -0.205
57 S 2.060 -2.350 1.105
58 H 2.107 -1.910 -3.728
59 H -0.398 3.747 3.024
60 C -1.126 -2.911 -3.016
61 H 7.178 -3.210 -1.481
62 H -3.818 -1.269 -5.548
63 C 2.283 -0.127 -2.521
64 C -3.128 0.831 2.927
65 H 2.867 3.055 1.268
66 H -7.036 -1.071 3.957
67 C -2.046 0.898 2.063
68 H 5.149 -0.485 2.045
69 C 1.681 -0.910 -3.691
70 N -2.362 -1.123 -3.308
71 H -3.652 -2.492 3.077
72 C -4.988 -0.404 4.189
73 H -6.335 -0.370 2.490
74 Br -1.494 -3.158 1.196
75 C -5.332 3.031 -5.602
76 H 4.224 0.642 -1.974
77 C -3.259 1.129 -3.218
78 H -5.099 0.546 -6.556
79 C 5.237 1.830 0.601
80 H -6.290 0.892 5.315
81 O 3.195 0.585 0.516
82 H -1.818 -0.267 -1.410
83 C 4.448 -3.540 -1.380
84 H -1.640 2.845 3.895
85 C -1.993 -2.317 -3.881
86 H 1.986 1.729 -1.479
87 O 2.153 -0.936 -1.350
88 H -5.655 1.636 3.853
89 H 4.280 -0.732 -3.073
90 C 3.258 2.398 2.041
91 H -5.613 -1.293 6.054
92 H -2.040 4.208 1.058
93 O 4.684 -1.358 -0.330
94 C 3.745 0.183 -2.832
95 C -0.294 2.277 0.777
96 H 4.683 -3.347 1.371
97 C 5.324 -2.608 -0.544
98 C -1.427 2.271 1.804
99 H 6.051 -4.236 0.677
100 H 7.247 -1.628 -0.690
101 H -2.961 2.860 0.387

---

Record 2
C36H54FN14O8PSc | the ωB97M-V functional and the def2-TZVPD basis

Properties
Gap between HOMO and LUMO: 7.83 eV
Relative energy (zero: lowest compared OMol25 entry of this formula, charge and spin): 3.6 kcal/mol
DFT total energy: -108146.019 eV
E_HOMO: -14.83 eV
Total charge: +3
Max |F|: 0.561 eV/Å

Geometry (Å):
1 H 4.052 1.744 2.521
2 C 2.059 1.622 3.281
3 C 2.809 -1.223 -3.617
4 C 3.800 -0.187 3.338
5 O 3.985 -1.731 0.020
6 C 1.886 2.052 -2.361
7 H -0.664 -0.247 2.684
8 H -5.256 1.574 -5.146
9 C 3.286 -3.991 0.119
10 H -6.257 -1.916 -1.811
11 O 1.881 -2.122 0.697
12 O -7.696 -0.157 0.989
13 H 2.804 1.491 0.650
14 H -6.336 2.178 -3.017
15 H 3.376 0.714 -4.277
16 H 1.754 -2.534 -2.222
17 H -0.199 1.127 2.033
18 C -6.825 0.026 0.182
19 N -7.038 0.536 -1.078
20 C -5.069 -0.511 -4.675
21 H -4.079 -4.355 -0.025
22 H -5.163 -0.763 -6.808
23 C 2.116 0.631 -2.600
24 H -2.601 -4.864 -0.682
25 O -0.682 -3.037 -2.298
26 N 2.077 -4.733 -0.213
27 H -2.964 -0.758 0.993
28 C -4.444 -0.874 -5.996
29 H 1.824 -0.241 5.358
30 C 1.413 4.769 -1.946
31 H 3.619 0.072 0.733
32 H 1.242 5.824 -1.772
33 N -1.141 2.149 -3.395
34 H 2.415 2.073 4.211
35 H 0.520 4.169 -0.091
36 C 3.250 1.003 2.554
37 H -4.106 -1.910 -6.008
38 H -3.602 -0.218 -6.229
39 H -2.667 -3.906 0.688
40 C 0.953 0.627 3.628
41 H 4.616 -0.655 2.779
42 O 2.628 -4.836 -2.428
43 N 1.608 -0.404 -1.913
44 N 3.335 -2.243 4.590
45 C 2.059 4.353 -3.108
46 C 1.842 -5.061 -1.546
47 C -3.115 -2.826 -1.063
48 C -1.997 -0.672 -2.475
49 C 2.720 -1.204 3.661
50 N 2.879 0.624 1.176
51 H -1.337 2.911 0.139
52 O -0.825 -1.530 -0.184
53 C -0.126 -5.281 0.413
54 H 2.412 -1.745 2.766
55 C -2.228 2.300 0.193
56 H 3.684 -4.392 1.054
57 H 2.661 -2.959 4.869
58 P -1.459 -2.107 -1.445
59 C -6.320 0.176 -2.252
60 O -1.611 -5.888 -1.325
61 N -1.158 -0.631 -3.713
62 C -4.584 1.983 -0.108
63 H 3.337 -1.824 -4.335
64 H -3.772 -2.071 -0.627
65 H -5.143 -2.518 -3.932
66 H 4.133 -2.708 4.150
67 C 2.293 3.008 -3.302
68 C 2.039 -1.556 -2.558
69 H -3.067 1.654 -3.589
70 C -3.472 2.804 -0.162
71 H -5.563 2.362 -0.365
72 H -7.990 0.849 -1.214
73 N 0.608 -5.660 -1.781
74 C -4.424 0.670 0.331
75 C 3.057 -2.482 0.275
76 N -5.472 -0.258 0.500
77 H -1.259 2.941 -2.766
78 H -0.315 -0.090 -3.492
79 H -3.573 3.839 -0.461
80 N -3.124 -4.050 -0.213
81 H -5.454 -0.720 1.400
82 H -3.047 -0.716 -2.764
83 C 1.093 -4.841 0.725
84 C -5.432 0.807 -4.399
85 H 2.385 5.074 -3.845
86 O 0.817 1.605 -0.277
87 H 0.272 1.115 4.329
88 H 1.646 2.440 2.685
89 H 0.735 -1.338 4.516
90 C -5.976 -1.143 -2.516
91 H -3.523 -3.105 -2.034
92 N -2.305 1.919 -4.207
93 Sc 0.871 -0.299 0.207
94 N 0.178 0.257 2.415
95 C 1.215 2.475 -1.199
96 C 1.000 3.845 -1.006
97 H -2.608 2.760 -4.692
98 H 3.680 -1.798 5.446
99 F -1.102 -5.339 1.346
100 H -0.381 2.410 -4.016
101 H 4.028 -4.154 -0.657
102 H -1.815 0.253 -1.927
103 H -0.897 -1.576 -4.013
104 N -2.055 1.034 0.572
105 C -5.355 -1.477 -3.714
106 C 1.520 -0.590 4.365
107 C -0.468 -5.642 -0.941
108 C -3.133 0.259 0.651
109 H 2.795 2.703 -4.212
110 H -1.644 -0.076 -4.438
111 N 2.846 0.155 -3.629
112 H 4.221 0.204 4.271
113 C -6.041 1.152 -3.204
114 H 0.413 -5.842 -2.759
115 H 1.339 -4.538 1.732